1.
# C21H29Cl2LaO4

A molecular structure, C21H29Cl2LaO4 (the ωB97M-V functional and the def2-TZVPD basis, the Open Molecules 2025 dataset).

```
57
Properties=species:S:1:pos:R:3:nbo_charge:R:1
O 2.760 -0.003 -0.642 -0.627
C 3.538 -0.903 -1.489 -0.110
C 4.790 -0.735 -0.637 -0.455
H 3.610 -0.417 -2.477 0.240
H 3.077 -1.889 -1.589 0.194
C 4.010 0.414 0.088 0.313
H 5.689 -0.379 -1.165 0.213
H 5.084 -1.652 -0.084 0.219
C 4.285 1.811 -0.509 -0.646
H 4.300 1.711 -1.617 0.229
H 5.242 2.252 -0.190 0.213
H 3.507 2.559 -0.258 0.233
C 3.779 0.221 1.588 -0.641
H 3.598 -0.851 1.764 0.223
H 2.903 0.778 1.960 0.231
H 4.636 0.497 2.229 0.225
La 0.145 -0.032 -1.281 2.013
C -0.630 -1.502 0.915 -0.384
C -0.949 -2.339 -0.201 -0.391
C 0.275 -2.864 -0.715 -0.371
H -1.948 -2.603 -0.533 0.241
C 1.332 -2.379 0.095 -0.322
C 0.783 -1.516 1.077 -0.373
H 1.342 -1.016 1.861 0.227
H -1.345 -1.003 1.568 0.236
H 0.372 -3.598 -1.519 0.237
H 2.369 -2.721 0.057 0.217
C -1.071 1.820 0.464 -0.393
C 0.088 1.528 1.225 -0.321
C 1.203 2.097 0.557 -0.325
H 0.140 1.004 2.185 0.228
C 0.749 2.687 -0.659 -0.416
C -0.672 2.551 -0.694 -0.409
H -1.335 2.998 -1.434 0.241
H -2.100 1.615 0.777 0.238
H 2.183 2.229 1.003 0.215
H 1.377 3.232 -1.368 0.231
O 4.513 0.366 -3.671 -0.557
C 5.960 0.265 -3.406 -0.074
C 6.715 -0.079 -4.682 -0.433
H 6.181 -0.625 -2.773 0.165
H 6.317 1.169 -2.868 0.203
C 5.586 -0.561 -5.649 -0.433
H 7.419 -0.889 -4.455 0.213
H 7.285 0.794 -4.994 0.215
C 4.239 -0.383 -4.891 -0.076
H 5.740 -1.600 -5.929 0.220
H 5.558 0.054 -6.553 0.219
H 3.767 -1.344 -4.579 0.176
H 3.541 0.176 -5.537 0.197
Cl -3.168 -0.110 -1.158 0.007
C -3.107 0.026 -2.987 -0.267
Cl -2.438 1.604 -3.490 0.033
C -2.197 -1.142 -3.458 0.761
O -2.695 -1.979 -4.198 -0.587
O -0.951 -1.050 -3.040 -0.903
H -4.138 -0.075 -3.332 0.251
```

- maximum force (eV Å⁻¹) = 2.960
- orbital gap (eV) = 7.73
- LUMO energy (eV) = 0.2
- E_HOMO (eV) = -7.57
- energy above the lowest of the compared OMol25 structures with the same formula, charge and spin (kcal/mol) = 0.0
- charge = 0


2.
# C2H5N4S

2 unconnected molecules or ions with the total composition C2H5N4S (the ωB97M-V functional and the def2-TZVPD basis, the Open Molecules 2025 dataset).

```
12
Properties=species:S:1:pos:R:3:nbo_charge:R:1
C 0.540 1.622 -0.006 0.191
C 0.179 -0.486 -0.087 0.561
N -0.749 1.515 0.126 -0.223
N -1.013 0.160 0.057 -0.330
N 1.169 0.437 -0.226 -0.530
N 0.462 -1.799 -0.122 -0.781
S -2.662 -0.282 -0.033 0.311
H 0.981 2.557 -0.167 0.246
H 2.533 -0.097 -0.731 0.543
H -0.012 -2.395 0.646 0.433
H 1.386 -2.114 -0.081 0.410
H -2.816 0.881 0.625 0.169
```

- maximum force (eV Å⁻¹) = 5.691
- orbital gap (eV) = 7.44
- LUMO energy (eV) = -6.1
- E_HOMO (eV) = -13.56
- energy above the lowest of the compared OMol25 structures with the same formula, charge and spin (kcal/mol) = 86.7
- charge = +1


3.
# C43H48BIrN7OSb2

A molecular structure, C43H48BIrN7OSb2 (the ωB97M-V functional and the def2-TZVPD basis, the Open Molecules 2025 dataset).

```
103
Properties=species:S:1:pos:R:3:mulliken_charge:R:1
Ir -0.384 -1.327 0.160 3.224
C 0.668 -2.970 -3.138 -0.944
C 0.434 -3.804 -1.926 0.567
C 0.455 -5.189 -1.854 -1.672
C 0.233 -5.510 -0.525 0.953
C 0.145 -6.858 0.107 -1.329
N 0.088 -4.362 0.152 0.681
N 0.205 -3.296 -0.700 -0.078
B -0.314 -4.122 1.620 -0.672
N 0.673 -3.122 2.259 0.620
N 0.981 -1.930 1.661 -0.041
C 1.943 -1.346 2.401 0.172
C 2.592 -0.061 2.018 -0.485
C 2.224 -2.150 3.494 -1.709
C 1.409 -3.267 3.370 0.945
C 1.304 -4.448 4.274 -1.495
N -1.746 -3.513 1.624 0.538
N -1.914 -2.203 1.270 0.351
C -3.251 -1.944 1.309 0.408
C -3.805 -0.606 0.981 -1.054
C -3.913 -3.084 1.702 -1.704
C -2.932 -4.059 1.890 0.994
C -3.114 -5.488 2.267 -1.433
H 0.254 -3.467 -4.013 0.440
H 1.738 -2.839 -3.311 0.228
H 0.205 -1.990 -3.043 0.038
H 0.617 -5.876 -2.666 0.551
H 0.624 -7.592 -0.536 0.400
H -0.895 -7.159 0.241 0.219
H 0.629 -6.881 1.081 0.287
H -0.297 -5.143 2.232 -0.145
H 2.037 0.459 1.241 -0.337
H 3.597 -0.251 1.634 0.452
H 2.688 0.595 2.883 0.400
H 2.941 -1.958 4.274 0.585
H 1.944 -4.298 5.139 0.393
H 1.616 -5.363 3.769 0.292
H 0.281 -4.591 4.621 0.313
H -3.018 0.139 0.940 -0.196
H -4.515 -0.294 1.746 0.533
H -4.331 -0.627 0.024 0.322
H -4.974 -3.205 1.840 0.573
H -4.058 -5.613 2.792 0.414
H -2.306 -5.851 2.898 0.301
H -3.147 -6.109 1.370 0.224
C -1.759 2.554 -2.775 -1.505
C -1.953 3.291 -1.462 -0.702
C -2.207 2.386 -0.275 -0.791
Sb -0.531 1.592 0.815 -0.976
C 0.551 3.414 0.956 0.627
C -0.087 4.520 1.518 -0.385
C 0.537 5.759 1.509 -0.765
C 1.799 5.898 0.945 -0.651
C 2.443 4.796 0.405 -0.724
C 1.821 3.552 0.411 -0.219
C -1.402 1.520 2.747 1.463
C -2.511 2.273 3.130 -0.599
C -2.965 2.236 4.443 -0.884
C -2.313 1.452 5.384 -0.687
C -1.219 0.688 5.008 -0.725
C -0.769 0.718 3.696 -0.333
Sb 0.093 1.671 -3.407 1.338
C 1.872 1.341 -2.370 0.424
C 2.050 0.157 -1.653 -0.115
C 3.308 -0.154 -1.158 -0.665
C 4.374 0.710 -1.383 -0.845
C 4.185 1.887 -2.099 -0.838
C 2.939 2.205 -2.616 -0.597
C 0.702 3.058 -4.838 -0.064
C 0.375 4.401 -4.647 0.336
C 0.863 5.354 -5.529 -0.816
C 1.652 4.965 -6.602 -0.482
C 1.969 3.626 -6.797 -0.641
C 1.498 2.667 -5.915 -0.561
H -1.873 3.219 -3.632 0.775
H -2.472 1.736 -2.886 0.503
H -2.876 3.860 -1.629 0.538
H -1.185 4.042 -1.259 0.354
H -2.850 1.558 -0.571 0.444
H -2.746 2.958 0.479 0.426
H -1.061 4.420 1.985 0.337
H 0.042 6.615 1.949 0.457
H 2.284 6.864 0.942 0.407
H 3.437 4.899 -0.012 0.484
H 2.344 2.693 0.014 0.281
H -3.049 2.888 2.421 0.362
H -3.826 2.824 4.730 0.451
H -2.660 1.436 6.408 0.421
H -0.715 0.065 5.737 0.485
H 0.071 0.096 3.416 0.127
H 1.218 -0.520 -1.482 -0.224
H 3.457 -1.076 -0.613 0.790
H 5.358 0.461 -1.010 0.463
H 5.016 2.560 -2.267 0.466
H 2.809 3.120 -3.180 0.591
H -0.237 4.722 -3.812 0.306
H 0.623 6.398 -5.380 0.434
H 2.019 5.710 -7.296 0.408
H 2.583 3.330 -7.636 0.428
H 1.756 1.627 -6.071 0.414
O -3.174 -1.046 -2.627 -0.558
C -2.144 -0.848 -2.116 0.476
N -1.075 -0.572 -1.612 -0.581
```

- 2S+1 = 6
- maximum force (eV Å⁻¹) = 0.524
- orbital gap (spin up / spin down) (eV) = 7.54 / 5.89
- LUMO energy (spin up / spin down) (eV) = -4.6 / -7.7
- E_HOMO (spin up / spin down) (eV) = -12.14 / -13.57
- charge = +2


4.
# C44H50Cl2F49IN4O7P

7 unconnected molecules or ions with the total composition C44H50Cl2F49IN4O7P (the ωB97M-V functional and the def2-TZVPD basis, the Open Molecules 2025 dataset).

```
158
Properties=species:S:1:pos:R:3:mulliken_charge:R:1
C -4.043 3.025 -2.587 -1.215
C -2.992 2.661 -1.515 0.145
Cl -2.813 0.853 -1.578 -0.147
C -1.607 3.217 -1.857 -0.859
N -1.602 4.692 -2.003 0.343
C -0.535 5.367 -2.185 -0.814
N -0.657 6.736 -2.273 -0.299
C 0.370 7.403 -3.094 1.391
C -0.151 7.595 -4.573 -1.272
C -1.672 7.643 -4.677 -0.085
F -1.964 7.942 -5.997 -0.341
C 0.702 8.824 -2.592 -0.721
C 1.121 8.814 -1.122 -0.133
O 0.299 8.906 -0.327 -0.441
I 3.144 8.654 -0.443 0.164
C 1.704 6.642 -3.209 -1.303
C 1.453 5.135 -3.394 -0.586
P 2.986 4.177 -3.819 0.303
N 4.266 4.533 -2.964 -0.588
N 0.658 4.636 -2.245 1.184
C 1.373 4.657 -0.945 -0.636
C 1.807 3.265 -0.372 0.047
C 3.328 3.224 -0.042 -1.319
Cl 1.417 1.868 -1.427 0.040
H -4.794 2.251 -2.717 0.294
H -4.475 4.011 -2.382 0.331
H -3.503 3.098 -3.542 0.343
H -3.321 2.879 -0.499 0.396
H -1.309 2.796 -2.817 0.448
H -0.940 2.925 -1.048 0.087
H -2.508 5.144 -1.951 0.473
H -0.796 7.175 -1.363 0.489
H 0.225 8.565 -4.914 0.473
H 0.307 6.834 -5.210 0.391
H -2.128 6.675 -4.456 0.124
H -2.101 8.453 -4.083 0.317
H 1.543 9.193 -3.189 0.533
H -0.121 9.528 -2.735 0.481
H 2.416 6.835 -2.404 -0.166
H 2.189 7.002 -4.126 0.380
H 0.794 5.044 -4.277 0.537
H 3.264 4.487 -5.173 0.132
H 2.700 2.789 -3.777 0.053
H 4.026 5.224 -2.260 0.222
H 0.677 5.078 -0.204 0.436
H 2.245 5.316 -0.924 0.007
H 1.306 3.123 0.588 0.705
H 3.858 2.768 -0.880 0.475
H 3.723 4.233 0.107 0.186
H 3.523 2.610 0.840 0.035
C 9.045 4.813 1.653 -0.903
C 7.896 3.791 1.571 1.140
C 7.507 3.313 0.172 0.024
F 7.079 4.324 -0.607 -0.218
F 6.484 2.421 0.267 -0.207
F 6.810 4.281 2.220 -0.205
F 8.296 2.693 2.271 -0.352
O 8.682 6.181 1.765 -0.417
C 8.390 6.881 0.611 0.669
C 6.930 7.330 0.583 0.238
F 6.090 6.275 0.675 -0.172
F 6.651 7.958 -0.585 -0.265
F 8.726 6.166 -0.478 -0.264
F 9.173 7.977 0.608 -0.300
H 9.563 4.601 2.588 0.456
H 9.790 4.653 0.874 0.313
H 8.348 2.816 -0.319 0.284
H 6.717 8.010 1.411 0.228
C 3.048 -3.960 -0.677 -0.945
C 1.878 -4.957 -0.620 1.007
C 1.495 -5.646 -1.929 0.029
F 1.104 -4.765 -2.870 -0.202
F 0.447 -6.481 -1.700 -0.349
F 0.803 -4.342 -0.076 -0.260
F 2.239 -5.936 0.251 -0.330
O 2.703 -2.585 -0.787 -0.348
C 2.449 -2.057 -2.037 0.697
C 0.996 -1.606 -2.181 0.271
F 0.145 -2.628 -1.974 -0.213
F 0.770 -1.142 -3.435 -0.266
F 2.811 -2.920 -3.002 -0.295
F 3.250 -0.975 -2.167 -0.211
H 3.543 -4.033 0.291 0.482
H 3.806 -4.250 -1.404 0.331
H 2.327 -6.238 -2.319 0.294
H 0.760 -0.815 -1.467 0.141
C -1.979 -10.330 1.176 -0.890
C -3.424 -9.863 1.422 1.078
C -4.508 -10.528 0.575 0.003
F -4.327 -10.306 -0.743 -0.224
F -5.720 -10.017 0.905 -0.233
F -3.483 -8.517 1.302 -0.186
F -3.709 -10.142 2.724 -0.358
O -1.178 -9.529 0.318 -0.348
C -1.265 -9.725 -1.048 0.739
C -1.824 -8.499 -1.769 0.718
F -3.052 -8.177 -1.309 -0.234
F -1.944 -8.749 -3.095 -0.284
F -1.963 -10.843 -1.322 -0.278
F -0.006 -9.940 -1.487 -0.300
H -1.480 -10.261 2.142 0.430
H -1.929 -11.385 0.906 0.305
H -4.534 -11.607 0.753 0.262
H -1.172 -7.640 -1.633 -0.069
C -6.593 -1.529 -2.250 -0.720
C -6.995 -0.435 -1.244 0.816
C -6.510 -0.637 0.190 0.160
F -7.004 -1.767 0.724 -0.282
F -6.924 0.393 0.970 -0.292
F -8.329 -0.263 -1.283 -0.268
F -6.446 0.737 -1.696 -0.259
O -7.553 -2.533 -2.530 -0.425
C -7.638 -3.621 -1.675 0.740
C -8.982 -3.682 -0.948 0.174
F -9.196 -2.561 -0.230 -0.199
F -8.990 -4.725 -0.088 -0.232
F -6.592 -3.633 -0.822 -0.202
F -7.518 -4.720 -2.442 -0.308
H -6.461 -1.017 -3.203 0.416
H -5.617 -1.958 -2.021 0.364
H -5.416 -0.670 0.231 0.240
H -9.800 -3.799 -1.661 0.243
C -6.178 -4.906 2.668 -0.574
C -5.766 -3.743 3.590 0.885
C -4.265 -3.491 3.731 0.104
F -3.620 -4.549 4.258 -0.220
F -4.055 -2.439 4.564 -0.297
F -6.340 -3.909 4.799 -0.289
F -6.313 -2.612 3.058 -0.263
O -6.476 -6.148 3.286 -0.409
C -5.432 -7.008 3.579 0.790
C -5.271 -7.225 5.084 0.134
F -5.052 -6.057 5.722 -0.234
F -4.208 -8.026 5.323 -0.250
F -4.293 -6.584 2.998 -0.274
F -5.737 -8.190 3.009 -0.289
H -7.123 -4.603 2.218 0.312
H -5.492 -5.029 1.829 0.385
H -3.819 -3.249 2.762 0.261
H -6.167 -7.687 5.504 0.262
C 3.933 1.203 3.507 -0.839
C 4.367 2.367 4.414 0.987
C 5.872 2.561 4.592 0.825
F 6.460 1.486 5.158 -0.241
F 6.107 3.618 5.410 -0.296
F 3.753 2.249 5.610 -0.316
F 3.880 3.511 3.846 -0.287
O 3.567 -0.012 4.140 -0.428
C 4.567 -0.908 4.481 0.745
C 4.676 -1.101 5.994 0.176
F 4.925 0.068 6.614 -0.214
F 5.698 -1.940 6.276 -0.257
F 5.735 -0.543 3.923 -0.266
F 4.228 -2.090 3.923 -0.290
H 3.014 1.534 3.025 0.379
H 4.638 1.035 2.691 0.420
H 6.352 2.761 3.640 -0.407
H 3.750 -1.518 6.397 0.255
```

- maximum force (eV Å⁻¹) = 4.741
- orbital gap (eV) = 7.64
- LUMO energy (eV) = -3.9
- E_HOMO (eV) = -11.56
- charge = +1


5.
# C2H8N2O2

2 unconnected molecules or ions with the total composition C2H8N2O2 (the ωB97M-V functional and the def2-TZVPD basis, the Open Molecules 2025 dataset).

```
14
Properties=species:S:1:pos:R:3:nbo_charge:R:1
C 1.901 -0.818 0.622 -0.436
N 0.468 -0.463 0.204 -0.661
C 0.348 -0.162 -1.139 0.797
N -0.916 0.590 -1.382 -0.898
O 1.164 -0.134 -1.993 -0.632
H 2.581 0.015 0.355 0.208
H 2.294 -1.509 -0.123 0.219
H 1.926 -1.263 1.647 0.210
H -0.252 -0.187 0.805 0.414
H -1.712 0.466 -0.813 0.380
H -1.062 0.656 -2.448 0.385
O -1.984 0.897 1.149 -0.947
H -1.796 1.313 1.917 0.475
H -2.960 0.600 1.201 0.486
```

- maximum force (eV Å⁻¹) = 6.136
- orbital gap (eV) = 9.46
- LUMO energy (eV) = 0.3
- E_HOMO (eV) = -9.13
- SMILES = CNC(N)=O.O
- energy above the lowest of the compared OMol25 structures with the same formula, charge and spin (kcal/mol) = 29.4
- charge = 0


6.
# C6H8IN2O

A molecular structure, C6H8IN2O (the ωB97M-V functional and the def2-TZVPD basis, the Open Molecules 2025 dataset).

```
18
Properties=species:S:1:pos:R:3:nbo_charge:R:1
C 2.535 0.673 -0.168 0.248
C 1.195 -1.331 -0.656 -0.298
C -0.540 -0.760 1.336 -0.324
C -1.769 0.948 0.292 -0.373
C -0.176 -0.854 -0.158 -0.051
C -0.942 0.151 -0.778 0.438
N 2.180 -0.310 -0.737 -0.310
N -0.903 0.653 1.471 -0.267
O -0.999 0.326 -2.126 -0.614
I 0.934 1.702 1.403 0.237
H 3.289 1.420 -0.175 0.259
H 1.060 -1.959 -1.672 0.278
H 1.600 -2.086 0.066 0.266
H -1.426 -1.309 1.471 0.226
H 0.211 -1.017 2.147 0.255
H -2.010 1.985 0.195 0.258
H -2.891 0.454 0.400 0.251
H -1.347 1.313 -2.311 0.521
```

- 2S+1 = 3
- maximum force (eV Å⁻¹) = 4.907
- orbital gap (spin up / spin down) (eV) = 6.82 / 6.21
- LUMO energy (spin up / spin down) (eV) = -4.0 / -6.9
- E_HOMO (spin up / spin down) (eV) = -10.79 / -13.09
- charge = +1


- Which of these has the highest maximum force?
  C2H8N2O2